[1]
# C22H38CeP2

A molecular structure, C22H38CeP2 (ωB97M-V/def2-TZVPD, OMol25).

Geometry as XYZ:
```
63
C22H38CeP2 ωB97M-V/def2-TZVPD
P 0.20 -1.59 -4.12
P 0.06 1.54 -4.01
C -0.18 -0.70 -5.74
C 0.32 0.75 -5.72
H -1.28 -0.73 -5.88
H 0.27 -1.25 -6.58
H 1.39 0.80 -5.94
H -0.20 1.36 -6.47
C -1.53 2.40 -4.43
H -1.75 3.10 -3.62
H -2.34 1.66 -4.48
H -1.46 2.94 -5.38
C 1.17 2.98 -4.29
H 0.96 3.49 -5.24
H 2.21 2.63 -4.29
H 1.03 3.68 -3.46
C -0.93 -3.02 -4.41
H -0.73 -3.77 -3.64
H -0.79 -3.47 -5.40
H -1.96 -2.68 -4.31
C 1.75 -2.41 -4.71
H 2.56 -1.67 -4.77
H 1.62 -2.89 -5.68
H 2.03 -3.17 -3.97
Ce 0.04 -0.15 2.73
C 0.69 1.48 0.72
C -0.68 1.39 0.65
C -1.48 0.55 -0.32
C -1.85 -0.91 0.10
C -0.80 -1.71 0.82
C 0.56 -1.62 0.62
C 1.24 -0.80 -0.44
C 1.68 0.65 -0.07
C 0.14 -2.05 4.05
H 1.15 2.23 1.39
H -1.29 2.04 1.31
H -0.99 0.53 -1.31
H -2.44 1.08 -0.47
H -2.77 -0.88 0.71
H -2.14 -1.45 -0.82
H -1.19 -2.43 1.56
H 1.23 -2.24 1.24
H 0.63 -0.76 -1.36
H 2.16 -1.34 -0.73
H 2.63 0.60 0.47
H 1.91 1.19 -1.01
H 0.88 -1.84 4.84
H 0.37 -2.99 3.52
H -0.87 -2.10 4.51
C -0.08 1.61 4.45
C -0.08 1.10 5.84
C 1.08 0.50 6.39
C 1.06 0.02 7.70
C -0.09 0.13 8.49
C -1.25 0.70 7.94
C -1.26 1.15 6.63
H -1.00 2.12 4.14
H 0.84 2.11 4.12
H 1.97 0.40 5.78
H 1.96 -0.46 8.11
H -0.09 -0.22 9.53
H -2.15 0.79 8.55
H -2.16 1.57 6.18
```

Output
**LUMO level (spin up / spin down)**: -8.013 / -8.005 eV
**Highest occupied orbital energy (spin up / spin down)**: -12.4 / -12.4 eV
**Charge**: +2
**DFT total energy**: -2018.1185 hartree

These are the Mulliken partial charges, in e, on atoms 1 to 8:
1. P 0.688
2. P 0.725
3. C -1.072
4. C -1.097
5. H 0.445
6. H 0.482
7. H 0.449
8. H 0.482

---

[2]
# C22H38FMnN3O4Si3Te

A molecular structure, C22H38FMnN3O4Si3Te (ωB97M-V/def2-TZVPD, OMol25).

Geometry as XYZ:
```
73
C22H38FMnN3O4Si3Te ωB97M-V/def2-TZVPD
Mn 0.23 0.30 -0.78
C 3.65 -1.12 1.32
Si 1.88 -1.44 1.94
C 1.95 -1.54 3.83
C 1.46 -3.18 1.31
C 0.67 -0.13 1.40
Si -1.13 -0.66 1.52
C -1.70 -1.36 3.19
C -2.33 0.80 1.21
C -1.46 -2.03 0.24
Si 1.06 1.59 1.98
C 0.10 2.17 3.51
C 2.89 1.95 2.34
C 0.74 2.83 0.55
C 0.33 4.15 0.72
C 0.22 4.99 -0.38
C 0.53 4.49 -1.63
C 0.93 3.17 -1.73
N 1.04 2.36 -0.68
H 4.22 -2.06 1.32
H 4.19 -0.41 1.94
H 3.64 -0.74 0.30
H 2.66 -2.30 4.16
H 0.97 -1.80 4.25
H 2.25 -0.59 4.27
H 2.23 -3.88 1.63
H 1.40 -3.21 0.22
H 0.50 -3.53 1.70
H -1.49 -0.66 4.00
H -1.21 -2.31 3.42
H -2.78 -1.53 3.18
H -2.47 1.37 2.13
H -3.31 0.42 0.90
H -1.98 1.49 0.44
H -1.42 -3.02 0.71
H -0.74 -2.04 -0.58
H -2.45 -1.92 -0.20
H 0.06 1.34 4.22
H -0.93 2.46 3.29
H 0.59 3.01 4.01
H 3.25 1.36 3.19
H 3.03 3.00 2.58
H 3.52 1.71 1.48
H 0.10 4.51 1.71
H -0.10 6.01 -0.26
H 0.47 5.10 -2.52
H 1.17 2.74 -2.70
C 3.94 1.10 -1.94
Te 2.37 -0.20 -2.60
C 3.69 -1.90 -2.47
H 4.41 0.68 -1.05
H 3.53 2.07 -1.71
H 4.68 1.19 -2.74
H 4.62 -1.62 -2.96
H 3.23 -2.74 -2.99
H 3.87 -2.15 -1.43
F -5.70 -2.36 -0.72
C -4.95 -2.13 -1.80
C -4.52 -0.89 -2.06
N -3.77 -0.59 -3.18
C -3.07 0.68 -3.25
C -1.75 0.60 -2.46
O -1.40 1.59 -1.77
O -1.09 -0.47 -2.50
C -3.42 -1.58 -4.09
O -2.81 -1.35 -5.11
N -3.87 -2.84 -3.76
C -4.60 -3.25 -2.65
O -4.89 -4.41 -2.47
H -4.76 -0.06 -1.40
H -3.68 1.47 -2.83
H -2.86 0.89 -4.30
H -3.60 -3.57 -4.40
```

Output
**LUMO level (spin up / spin down)**: 0.008 / 0.128 eV
**2S+1**: 2
**Highest occupied orbital energy (spin up / spin down)**: -8.3 / -8.0 eV
**ΔE to the lowest compared entry with this formula, charge and spin**: 5.0 kJ/mol
**DFT total energy**: -3713.7765 hartree

These are the Mulliken partial charges, in e, on atoms 1 to 8:
1. Mn 0.106
2. C -0.200
3. Si -0.367
4. C -1.028
5. C -1.071
6. C 1.118
7. Si 0.225
8. C -1.220

---

Question: The highest DFT total energy belongs to which entry?
Answer: C22H38CeP2

---

Question: Among the records above, which one has the lowest DFT total energy?
Answer: C22H38FMnN3O4Si3Te

---

Question: Among the records above, which one has the lowest DFT total energy?
Answer: C22H38FMnN3O4Si3Te

---

Question: Which formula does entry 1 have?
Answer: C22H38CeP2